# 1
Density functional theory data (ωB97M-V/def2-TZVPD) for C15H18B3NO5 as an isolated structure at a distorted geometry.

The charge is 0.

Structure (XYZ):
```
42
Properties=species:S:1:pos:R:3:forces:R:3
O 0.569 -0.693 -4.111 -0.1 0.0 -0.1
O 1.072 1.392 -4.278 0.0 0.0 0.0
O -2.282 -0.164 4.433 0.8 -0.5 1.0
O -0.291 -0.692 5.655 0.3 0.2 -1.0
O -1.436 -2.433 4.551 0.3 1.2 0.1
N 0.283 0.470 -4.328 0.1 0.0 0.0
C 1.144 -2.364 4.236 0.7 0.5 0.4
C 2.836 1.115 1.242 0.5 0.5 0.2
C -1.112 0.780 -4.668 -0.3 0.1 -0.1
C 3.309 1.644 0.053 -0.1 -0.2 0.4
C -3.736 1.366 -5.264 0.0 0.0 0.0
C 1.367 -0.384 0.083 0.1 0.2 0.1
C 2.786 1.143 -1.126 0.8 1.0 -0.5
C -3.363 0.056 -4.996 0.0 0.1 0.0
C -1.467 2.089 -4.941 0.1 0.3 0.0
C 1.886 0.112 1.267 -0.2 -0.3 1.3
C 1.408 -1.902 2.778 -0.3 -0.3 0.0
C 1.831 0.161 -1.103 -0.8 -0.7 -0.8
C 1.433 -0.372 2.645 0.0 -0.2 -0.6
C -2.043 -0.243 -4.697 -0.1 -0.3 0.0
C -2.788 2.381 -5.241 -0.1 -0.1 0.0
B -2.463 -1.525 4.708 -0.9 -0.4 -0.7
B -0.207 -1.813 4.816 -0.2 -1.0 0.4
B -1.153 0.258 5.127 0.0 0.3 -0.1
H -1.756 -1.264 -4.488 0.1 0.1 0.0
H 1.953 -1.940 4.857 -0.2 -0.1 -0.1
H -4.769 1.598 -5.492 0.0 0.0 0.0
H 4.064 2.424 0.103 -0.1 -0.1 -0.3
H -0.878 1.406 5.242 -0.2 0.0 0.1
H -0.732 2.881 -4.920 0.1 -0.1 0.1
H -4.103 -0.733 -5.016 0.0 0.0 0.0
H 0.660 -2.382 2.130 0.1 0.3 0.0
H 3.224 1.514 2.179 -0.1 -0.2 -0.1
H 2.381 -2.269 2.419 -0.2 0.0 0.2
H 3.142 1.564 -2.065 -0.2 -0.2 0.0
H -3.543 -1.875 5.056 0.0 -0.1 -0.1
H 0.600 -1.154 0.095 0.2 0.1 -0.1
H 2.151 0.003 3.387 -0.3 0.1 -0.1
H 0.451 0.097 2.829 0.2 -0.3 0.2
H 1.241 -3.453 4.339 -0.3 0.2 -0.2
H 1.412 -0.199 -2.042 0.2 0.0 0.2
H -3.080 3.400 -5.453 0.0 0.0 0.0
```
Forces are in eV/Å.

=====

# 2
Density functional theory data (ωB97M-V/def2-TZVPD) for C15H18BFeN8O as an isolated structure.

As for the spin multiplicity: 2. The charge is +2. As for the expectation value of S²: 1.0067.

Structure (XYZ):
```
44
Properties=species:S:1:pos:R:3:forces:R:3
Fe -0.898 -1.221 1.152 0.0 0.1 -0.1
O -1.963 -0.582 2.624 0.0 0.1 0.2
N 3.010 -0.302 -2.355 0.0 0.0 -0.1
N -1.548 -0.152 -0.347 0.0 0.0 0.1
N 0.080 -2.351 -0.100 0.0 -0.1 0.0
N 1.737 0.333 -2.202 0.0 -0.1 0.1
N 0.825 -1.791 -1.083 0.0 0.0 0.0
N 0.663 -0.105 1.375 -0.1 0.0 0.0
N 1.283 0.286 0.241 0.0 0.1 0.0
N -0.684 0.161 -1.344 -0.1 0.1 -0.1
C 1.333 -2.764 -1.865 0.0 -0.1 0.0
C 1.679 1.415 -2.910 0.0 0.1 -0.1
C 2.928 1.543 -3.631 -0.1 0.0 0.0
C 0.137 -3.671 -0.263 0.0 0.1 0.0
C -2.717 0.715 -2.042 0.0 0.0 0.0
C -2.766 0.188 -0.752 0.0 -0.1 0.0
C 3.682 0.412 -3.205 0.0 0.0 0.0
C -2.329 0.467 3.172 -0.1 -0.1 -0.1
C -2.086 1.795 2.550 0.1 0.1 0.0
C 0.922 -3.982 -1.372 0.0 0.0 0.0
C -3.048 0.385 4.471 0.0 0.0 0.0
C -1.387 0.664 -2.383 0.1 0.0 -0.1
C 1.278 0.486 2.393 0.0 0.0 0.0
C 2.291 1.127 0.557 0.0 0.0 0.0
C 2.322 1.284 1.923 0.0 0.0 0.0
B 0.783 -0.259 -1.114 0.0 -0.1 0.1
H 1.164 -4.958 -1.754 0.0 0.0 0.0
H -0.376 -4.334 0.415 0.0 0.0 0.0
H 2.937 1.548 -0.194 0.0 0.0 0.0
H 0.960 0.302 3.408 0.0 0.0 0.0
H -3.039 1.331 5.005 0.0 0.0 0.0
H 1.966 -2.538 -2.703 0.0 0.0 0.0
H -4.090 0.126 4.257 0.0 0.0 0.0
H -1.704 1.707 1.536 0.0 0.0 0.0
H -3.534 1.067 -2.646 0.0 0.0 0.0
H 4.683 0.128 -3.492 0.0 0.0 0.0
H -3.621 0.021 -0.115 0.0 0.0 0.0
H 0.837 2.091 -2.902 0.0 0.0 0.0
H -1.363 2.334 3.171 0.0 0.0 0.0
H 3.205 2.329 -4.317 0.0 0.0 0.0
H -3.003 2.386 2.575 0.0 0.0 0.0
H -2.638 -0.417 5.083 0.0 0.0 0.0
H -0.923 0.925 -3.319 0.0 0.0 0.0
H 3.013 1.873 2.500 0.0 0.0 0.0
```
Forces are in eV/Å.

=====

# 3
Density functional theory data (ωB97M-V/def2-TZVPD) for C15H18BN9O2Ti as an isolated structure.

As for the spin multiplicity: 4. As for the energy above the lowest of the compared OMol25 structures with the same formula, charge and spin: 38.0 kcal per mole. The charge is +1. As for the expectation value of S²: 3.8171.

Structure (XYZ):
```
46
Properties=species:S:1:pos:R:3:forces:R:3
Ti 0.032 -0.539 0.094 -0.2 0.3 0.4
O -0.846 1.077 -0.104 0.2 -0.1 0.1
O -1.984 2.872 -0.783 0.0 -0.1 0.2
N -1.660 -1.380 -0.408 0.0 -0.1 -0.2
N 2.054 -1.464 0.994 0.0 0.1 -0.2
N 1.629 -3.479 2.611 0.0 0.1 0.1
N 0.295 -0.586 -2.137 0.1 -0.1 0.0
N 0.071 -0.131 2.174 0.0 0.0 -0.2
N 1.921 0.610 -0.371 -0.1 0.1 0.1
N 0.597 -1.155 2.884 0.0 0.0 -0.1
N 2.692 -4.165 2.119 -0.1 0.0 0.0
N -0.042 -2.439 0.889 0.0 -0.1 0.0
C 1.074 -4.137 3.664 0.0 0.0 -0.1
C 0.110 0.453 4.316 0.0 0.0 0.0
C -1.490 1.811 -1.022 -0.1 0.0 -0.2
C -0.726 -3.551 0.784 -0.1 -0.1 0.0
C 0.645 -0.820 4.176 0.0 0.0 0.0
C 3.984 -0.429 0.164 -0.1 0.0 0.0
C -2.322 -2.483 -0.571 0.0 0.0 0.1
C 1.799 -5.280 3.870 0.0 0.0 0.0
C -0.230 0.849 3.026 0.0 -0.1 0.0
C 3.332 -1.452 0.918 -0.1 0.0 0.0
C -0.091 0.688 -2.816 -0.1 0.0 0.0
C 3.183 0.605 -0.426 0.2 0.0 0.0
C -1.478 1.187 -2.406 0.2 -0.1 0.0
C -1.879 -3.665 0.007 0.1 0.1 0.0
C 2.799 -5.240 2.879 0.0 0.0 0.0
B 1.122 -2.260 1.909 -0.1 -0.1 0.0
H 3.682 1.433 -0.939 0.0 0.0 0.0
H 3.589 -5.950 2.693 0.0 0.0 0.0
H 0.660 1.435 -2.558 0.0 0.0 0.0
H 1.639 -6.032 4.623 0.0 0.0 0.0
H 1.250 -0.811 -2.404 0.0 0.0 0.0
H -0.020 1.007 5.229 0.0 0.0 0.0
H 0.202 -3.751 4.170 0.0 0.0 0.0
H -3.244 -2.455 -1.155 0.0 0.1 0.0
H -0.379 -4.414 1.350 0.0 0.0 0.0
H -1.813 1.943 -3.111 0.0 0.0 0.0
H 3.918 -2.197 1.454 0.0 0.0 0.0
H -0.058 0.541 -3.895 0.0 0.0 0.0
H -2.199 0.365 -2.430 0.0 0.0 0.0
H 5.061 -0.386 0.090 0.0 0.0 0.0
H 1.048 -1.494 4.914 0.0 0.0 0.0
H -0.674 1.764 2.669 0.0 0.0 0.0
H -0.284 -1.336 -2.505 0.0 0.0 0.0
H -2.422 -4.590 -0.098 0.0 0.0 0.0
```
Forces are in eV/Å.

=====

# 4
Density functional theory data (ωB97M-V/def2-TZVPD) for C15H18HfN8O2 as an isolated structure at a distorted geometry.

As for the energy above the lowest of the compared OMol25 structures with the same formula, charge and spin: 61.5 kcal per mole. The charge is +4.

Structure (XYZ):
```
44
Properties=species:S:1:pos:R:3:forces:R:3
Hf -0.547 -0.207 -1.320 4.5 -3.6 15.0
O -0.182 -1.279 2.480 0.8 0.1 -2.6
O 2.291 1.391 2.608 -0.2 -1.9 -1.7
N -1.122 2.317 3.471 -0.8 -0.6 -1.1
N -0.611 1.261 1.446 -1.9 -0.5 1.5
N 1.512 -1.128 -0.995 -0.3 -0.1 -1.1
N -1.553 1.663 2.319 1.7 2.9 -2.5
N 1.761 2.479 -0.215 -0.7 -1.1 -0.7
N -1.253 1.135 0.290 -1.0 1.2 0.2
N -2.689 2.136 1.701 1.1 -1.9 -0.6
N -1.853 -1.787 -0.552 -0.2 -0.2 -1.0
C 1.129 3.401 0.054 1.0 0.4 0.1
C -2.796 -2.408 -0.298 -0.3 0.6 0.8
C 0.659 0.289 -3.163 1.4 0.8 -2.2
C -1.320 1.536 -2.553 -0.8 0.9 -1.3
C 0.075 1.470 -2.673 0.5 1.6 -2.3
C -2.100 0.381 -2.755 -1.5 0.7 -2.1
C -0.122 -0.870 -3.377 0.4 -0.7 -2.8
C -1.507 -0.849 -3.123 -0.9 -0.5 -3.3
C 2.171 0.562 1.831 0.7 1.9 2.0
C -2.481 1.728 0.456 0.1 0.2 0.9
C -4.012 -2.944 0.234 -0.3 -0.6 -0.4
C 3.716 -2.392 -0.493 0.4 -0.1 -0.3
C 2.517 -1.700 -0.888 -0.5 0.3 0.9
C 0.614 4.678 0.455 -0.1 0.6 0.4
C 0.067 -1.080 1.384 -1.0 -0.8 2.5
H -0.622 1.675 4.046 0.6 -0.6 0.7
H -3.796 -3.646 1.040 0.1 0.0 0.2
H 1.138 5.472 -0.089 -0.3 -0.1 -0.1
H 0.870 4.831 1.506 -0.1 0.0 0.1
H 0.371 -1.796 -3.714 -0.3 0.4 0.1
H 3.908 -2.220 0.576 -0.2 0.0 -0.1
H -3.175 0.422 -2.650 -0.2 0.0 0.1
H -4.632 -2.114 0.585 0.1 0.1 0.1
H 0.680 2.356 -2.468 0.0 -0.3 0.0
H -1.956 2.651 3.924 -0.4 0.4 0.5
H 1.738 0.321 -3.407 -0.6 -0.3 0.3
H -2.080 -1.778 -3.208 0.0 0.5 -0.2
H -0.467 4.723 0.335 0.0 0.3 -0.1
H 3.615 -3.469 -0.678 -0.1 0.1 0.0
H -4.587 -3.487 -0.522 0.1 0.0 -0.1
H -3.149 1.878 -0.370 -0.5 0.1 0.1
H 4.578 -2.023 -1.063 -0.1 0.0 0.0
H -1.777 2.497 -2.324 -0.1 -0.2 0.1
```
Forces are in eV/Å.

=====

Number 1: E_tot -1088.07184 Ha. Number 2: E_tot -2383.73286 Ha. Number 3: E_tot -2099.85377 Ha. Number 4: E_tot -1217.16203 Ha.